Molecular formula: C54H114BeClN6O10
Method: DFT, ωB97M-V/def2-TZVPD

- energy (eV) = -100156.0502
- highest occupied orbital energy (eV) = -9.3902
- LUMO level (Ha) = -0.288
- Kohn-Sham gap (eV) = 1.54
- total charge = +1

Last column: Mulliken charge in e.
CARTESIAN COORDINATES (ANGSTROEM)
1 Be -6.466260 11.135070 -12.800160  1.168
2 Cl -9.775070 11.525230 -13.676590  0.999
3 O -10.849080 12.056330 -14.473560  -0.276
4 O -8.551840 12.288350 -13.819570  -0.338
5 O -10.162090 11.561840 -12.308470  -0.707
6 O -9.386170 10.195580 -13.996570  -0.507
7 C -4.500760 16.136480 -13.810680  -1.541
8 C -4.841110 14.853540 -14.723030  1.346
9 C -4.189940 15.178380 -16.126920  -1.107
10 C -2.718050 14.963660 -16.153180  -0.752
11 C -2.235290 13.642750 -15.595860  -1.377
12 C -2.847020 13.291200 -14.203950  1.542
13 N -4.312650 13.585130 -14.122950  1.043
14 O -4.817010 13.297620 -12.852610  -0.516
15 C -2.574020 11.749890 -14.146050  -1.673
16 C -2.024690 14.001750 -13.090560  -1.534
17 C -6.313870 14.844610 -14.772940  -1.808
18 H -3.543530 16.588700 -14.070110  0.342
19 H -4.472370 15.900150 -12.746980  0.282
20 H -5.154840 16.968010 -14.073070  0.457
21 H -4.710830 14.547100 -16.846810  0.425
22 H -4.314530 16.239670 -16.341950  0.341
23 H -2.281830 15.790490 -15.592680  0.297
24 H -2.430950 15.023600 -17.202980  0.394
25 H -1.147770 13.569490 -15.600060  0.553
26 H -2.527310 12.866910 -16.303610  0.330
27 H -2.791570 11.417190 -13.131120  0.374
28 H -3.282910 11.220420 -14.782640  0.149
29 H -1.528610 11.587990 -14.408750  0.470
30 H -1.049500 14.398500 -13.372830  0.306
31 H -2.559240 14.859740 -12.682870  0.341
32 H -1.870850 13.303630 -12.267720  0.395
33 H -6.703330 15.659600 -15.383040  0.494
34 H -6.734060 14.961310 -13.773980  0.408
35 H -6.780520 14.003250 -15.285250  -0.080
36 H -4.436860 13.965330 -12.277060  0.325
37 C -10.650040 14.944660 -16.673160  -1.905
38 C -11.299400 15.790720 -17.770800  1.802
39 C -11.377300 14.834730 -19.045840  0.122
40 C -12.370960 15.351210 -20.081870  -1.111
41 C -13.710560 15.659150 -19.328610  -1.522
42 C -13.660940 16.746760 -18.282020  1.621
43 N -12.644680 16.166290 -17.292440  1.005
44 O -12.636460 16.908940 -16.111150  -0.611
45 C -13.335270 18.158050 -18.836150  -1.850
46 C -15.031950 16.844050 -17.484340  -1.286
47 C -10.344460 17.026420 -18.045990  -1.824
48 H -11.323820 14.094620 -16.565680  -0.422
49 H -10.638390 15.611510 -15.811030  0.618
50 H -9.674480 14.538270 -16.940040  0.591
51 H -10.450510 14.685730 -19.599870  0.703
52 H -11.746970 13.842480 -18.787220  -1.069
53 H -12.409250 14.528100 -20.795390  0.535
54 H -12.136260 16.197090 -20.728010  0.405
55 H -14.215930 14.796010 -18.895360  0.318
56 H -14.441360 15.986070 -20.068310  0.514
57 H -14.125330 18.586940 -19.452560  0.375
58 H -13.136390 18.839830 -18.009280  0.412
59 H -12.472730 18.163610 -19.502550  0.360
60 H -15.902580 16.627420 -18.103340  0.381
61 H -15.069030 16.222180 -16.589910  -0.015
62 H -15.170750 17.879790 -17.174390  0.428
63 H -9.361160 16.826920 -17.620060  0.428
64 H -10.661180 17.940910 -17.544480  0.345
65 H -10.127970 17.282530 -19.083120  0.319
66 H -13.122190 16.352310 -15.498100  0.409
67 C -13.947440 13.820610 -15.101510  -1.895
68 C -14.926500 12.804960 -14.474140  3.069
69 C -14.237020 12.081860 -13.328240  -1.050
70 C -15.079850 11.265940 -12.339330  -0.805
71 C -16.210520 12.126620 -11.801190  -1.416
72 C -17.051410 12.893350 -12.842090  1.685
73 N -16.150780 13.565180 -13.842390  0.332
74 O -16.822630 14.444010 -14.765900  -0.487
75 C -17.925040 11.793780 -13.495040  -1.743
76 C -17.797350 13.948430 -12.061170  -2.110
77 C -15.297060 11.712870 -15.536370  -1.665
78 H -14.310660 14.163000 -16.070500  0.380
79 H -12.924940 13.452700 -15.186620  -0.577
80 H -13.921030 14.745910 -14.525980  0.827
81 H -13.518160 11.332080 -13.658660  -0.335
82 H -13.489890 12.680030 -12.806630  0.721
83 H -14.308990 10.947200 -11.637700  0.376
84 H -15.416090 10.359940 -12.843510  0.207
85 H -15.644860 12.750710 -11.109350  0.418
86 H -16.870850 11.498960 -11.202770  0.491
87 H -18.695840 11.358370 -12.859120  0.415
88 H -18.535990 12.159830 -14.320170  0.376
89 H -17.418600 10.982220 -14.017540  0.304
90 H -18.513940 14.442010 -12.717660  0.441
91 H -18.473490 13.600630 -11.280150  0.409
92 H -17.242100 14.759640 -11.590280  0.374
93 H -14.794700 11.653390 -16.501870  0.088
94 H -16.346900 11.776360 -15.822560  0.525
95 H -15.238960 10.677610 -15.200280  0.258
96 H -16.572240 15.327930 -14.487330  0.323
97 C -11.982300 8.630770 -11.320810  -1.800
98 C -12.226300 7.224300 -12.017980  1.486
99 C -11.055380 6.935130 -13.030320  0.459
100 C -10.899220 5.429950 -13.461890  -0.643
101 C -10.832380 4.584320 -12.172690  -1.459
102 C -12.056690 4.794880 -11.274140  1.593
103 N -12.280390 6.222570 -11.000890  0.643
104 O -13.092360 6.478580 -9.861550  -0.425
105 C -13.295450 4.190010 -11.986590  -1.819
106 C -11.735720 4.050520 -10.094940  -1.986
107 C -13.627810 7.288770 -12.740800  -1.205
108 H -11.014990 8.439440 -10.856280  0.602
109 H -12.635420 8.876050 -10.483330  0.442
110 H -11.854370 9.471240 -12.002970  0.038
111 H -11.288430 7.355880 -14.008470  -0.911
112 H -10.107830 7.378890 -12.724810  0.216
113 H -10.030650 5.323200 -14.111740  0.340
114 H -11.745270 5.130630 -14.080520  0.402
115 H -9.918340 4.792770 -11.616650  0.273
116 H -10.822110 3.578270 -12.592050  0.594
117 H -13.144200 3.208560 -12.436030  0.366
118 H -14.116280 4.108740 -11.274040  0.371
119 H -13.687610 4.762240 -12.827340  0.419
120 H -12.562250 3.807160 -9.427310  0.343
121 H -11.274010 3.077860 -10.264790  0.368
122 H -11.131400 4.737080 -9.502050  0.440
123 H -14.278620 6.680320 -12.112840  0.445
124 H -13.529130 6.844650 -13.731320  0.200
125 H -13.942840 8.325400 -12.860230  -0.074
126 H -12.273850 6.613290 -9.378340  0.380
127 C -4.366960 9.517310 -17.003400  -1.907
128 C -5.748930 9.833630 -16.375020  2.138
129 C -6.823410 9.343910 -17.340280  -1.165
130 C -7.092430 7.849790 -17.247140  -1.301
131 C -7.527360 7.500510 -15.800250  -0.216
132 C -6.337020 7.772910 -14.784360  1.216
133 N -5.879900 9.204670 -15.022790  1.176
134 O -4.905120 9.655550 -14.090020  -0.389
135 C -6.976770 7.770730 -13.300680  -1.545
136 C -5.349800 6.607430 -14.895010  -1.756
137 C -6.032020 11.362000 -16.301700  -1.015
138 H -4.290720 8.551030 -17.501980  0.362
139 H -3.538330 9.652470 -16.308260  0.375
140 H -4.190150 10.235890 -17.803700  0.516
141 H -7.741320 9.928830 -17.398680  -0.131
142 H -6.421750 9.394480 -18.352310  0.599
143 H -6.250640 7.261370 -17.612200  0.600
144 H -7.886540 7.500420 -17.907010  0.393
145 H -7.975230 6.506830 -15.789860  0.626
146 H -8.360930 8.145530 -15.522350  -0.564
147 H -7.355190 6.785830 -13.027060  0.430
148 H -6.251080 7.973000 -12.512930  0.358
149 H -7.820160 8.460910 -13.321400  0.017
150 H -5.756660 5.596220 -14.896990  0.420
151 H -4.925790 6.614870 -15.899140  0.410
152 H -4.485700 6.584460 -14.231000  0.448
153 H -5.976890 11.770170 -17.310880  0.602
154 H -5.305240 11.780390 -15.605390  -0.715
155 H -6.996940 11.466430 -15.805590  -0.006
156 H -4.169440 9.080600 -14.313200  0.347
157 C -10.203720 11.328830 -19.083520  -1.943
158 C -11.511660 10.454040 -18.649520  2.269
159 C -12.258330 10.197030 -19.988380  -1.170
160 C -13.248640 9.063040 -19.877640  -0.786
161 C -12.588480 7.780710 -19.294880  -1.459
162 C -12.007190 8.031250 -17.884300  1.383
163 N -11.112610 9.176930 -18.034350  -0.580
164 O -10.176910 9.318910 -16.957950  1.373
165 C -13.190740 8.329100 -16.818710  -1.354
166 C -11.225880 6.731810 -17.386860  -1.786
167 C -12.333480 11.263140 -17.666090  -0.150
168 H -9.367540 10.690450 -19.368790  0.638
169 H -9.705370 11.793570 -18.232770  0.194
170 H -10.368040 12.054230 -19.880320  0.479
171 H -12.896210 11.013010 -20.328060  0.117
172 H -11.435450 9.976050 -20.668190  0.648
173 H -13.584770 8.843700 -20.891050  0.521
174 H -14.173010 9.378140 -19.393540  0.321
175 H -11.821280 7.461380 -20.000240  0.439
176 H -13.162870 6.855600 -19.246530  0.445
177 H -13.759020 7.443520 -16.534300  0.514
178 H -12.858320 8.794200 -15.890650  0.109
179 H -13.909290 9.062830 -17.183970  0.292
180 H -10.539580 6.272210 -18.098100  0.397
181 H -10.902650 6.840960 -16.351630  0.015
182 H -11.928320 5.898350 -17.390220  0.574
183 H -12.319430 10.803090 -16.678040  -0.217
184 H -13.380330 11.167220 -17.954200  0.299
185 H -12.222380 12.347090 -17.637530  -1.261
186 H -10.710740 9.607680 -16.214150  -0.322

Atoms 1-6, force components in eV/Å:
-0.6694 0.4580 -2.3852
-2.7243 -1.1463 1.6397
1.5082 -0.3017 -0.2894
3.3167 1.7506 -0.1152
-0.0142 0.2775 0.6681
-0.2266 -1.4009 -1.0819